55
Properties=species:S:1:pos:R:3:mulliken_charge:R:1 method="wB97M-V/def2-TZVPD" total_energy_ha=-26962.78819 homo_ev=-14.74 de_lowest_kj_mol=0.00 charge=+3
Ba -0.985 6.357 2.220 1.864
Ba 4.057 -2.915 2.442 1.862
O 1.684 -0.803 -1.970 -0.412
C 1.588 -0.134 -1.045 0.777
O 0.930 1.010 -0.935 -0.728
B 1.045 1.542 0.405 0.794
O 1.854 0.523 1.150 -0.566
C 2.181 -0.421 0.338 0.526
O 2.850 -1.371 0.596 -0.623
O -0.259 1.793 1.054 0.108
C -0.410 3.024 1.250 0.746
O -1.375 3.605 1.613 -0.687
C 0.863 3.751 0.772 0.415
O 1.699 2.879 0.359 -0.324
O 0.960 4.950 0.773 -0.728
Br -1.012 1.026 5.621 -0.155
C -0.868 -0.468 4.360 -0.446
C -2.149 -0.539 3.562 -0.023
Br -2.164 -2.078 2.393 -0.137
H -0.687 -1.345 4.974 0.454
H -0.010 -0.276 3.742 0.117
H -2.250 0.371 2.982 -0.355
H -3.023 -0.633 4.196 0.538
Br 1.900 -1.812 -5.868 -0.146
C 1.604 -3.332 -4.718 -0.379
C 0.305 -3.184 -3.985 -0.245
Br 0.058 -4.743 -2.838 -0.182
H 2.395 -3.318 -3.969 0.109
H 1.652 -4.249 -5.286 0.460
H -0.534 -3.193 -4.676 0.453
H 0.219 -2.317 -3.346 -0.085
Br -2.127 -2.445 -1.046 -0.111
C -1.866 -0.532 -1.020 0.326
C -3.164 0.185 -1.256 -0.570
Br -2.892 2.088 -0.892 -0.213
H -1.103 -0.215 -1.722 0.370
H -1.539 -0.329 -0.003 -0.612
H -3.956 -0.165 -0.611 0.334
H -3.450 0.152 -2.300 0.454
Br -5.156 0.344 1.834 -0.113
C -5.405 2.256 1.976 -0.488
C -4.456 2.759 3.046 0.012
Br -4.343 4.715 2.896 -0.305
H -6.436 2.520 2.186 0.444
H -5.132 2.684 1.016 0.277
H -3.480 2.303 2.937 -0.268
H -4.803 2.586 4.058 0.452
Br 6.241 -1.430 0.120 -0.307
C 6.556 -1.498 -1.843 -0.523
C 5.231 -1.666 -2.506 -0.412
Br 5.465 -1.479 -4.407 -0.045
H 7.238 -2.324 -2.014 0.437
H 7.084 -0.578 -2.069 0.447
H 4.503 -0.950 -2.148 0.089
H 4.871 -2.682 -2.399 0.325


81
Properties=species:S:1:pos:R:3:mulliken_spin:R:1 method="wB97M-V/def2-TZVPD" total_energy_ha=-14195.44462 homo_ev="-10.57 / -10.61" charge=0 s_squared=3.767 multiplicity=4
V 19.482 19.932 -36.659 3.034
C 24.468 20.434 -35.756 0.001
F 25.351 19.411 -35.748 0.000
F 25.130 21.529 -35.298 0.000
F 23.984 20.648 -36.985 0.000
S 23.007 20.072 -34.489 -0.001
O 23.614 19.919 -33.133 -0.002
O 21.920 21.072 -34.658 0.001
N 22.151 18.688 -35.227 -0.010
S 22.805 17.486 -34.400 0.003
O 24.259 17.486 -34.294 -0.005
O 22.161 17.196 -33.146 0.000
C 22.402 15.947 -35.531 0.002
F 21.131 15.620 -35.374 0.000
F 22.645 16.201 -36.809 0.000
F 23.254 14.929 -35.148 0.000
C 17.646 24.933 -37.608 -0.001
F 17.704 25.966 -38.480 0.000
F 18.593 25.187 -36.704 0.000
F 16.443 24.827 -37.040 0.000
S 18.180 23.304 -38.619 0.004
O 17.990 23.501 -40.065 0.000
O 19.541 22.941 -38.253 -0.001
N 17.272 22.010 -37.874 -0.023
S 15.926 22.010 -38.688 0.005
O 15.372 23.266 -39.165 -0.006
O 15.968 20.863 -39.595 -0.002
C 14.709 21.540 -37.272 0.001
F 14.856 20.240 -36.896 0.000
F 14.992 22.342 -36.267 0.000
F 13.482 21.816 -37.681 0.000
C 20.752 15.859 -27.450 0.000
Cl 19.197 15.008 -27.700 0.000
Cl 22.126 14.776 -26.978 0.000
H 21.002 16.354 -28.389 0.000
H 20.584 16.615 -26.684 0.000
C 16.361 14.584 -37.484 0.000
Cl 17.290 16.151 -37.356 0.001
Cl 14.607 14.931 -37.550 0.000
H 16.697 13.995 -38.337 0.000
H 16.565 14.018 -36.575 0.000
C 22.854 11.972 -41.311 0.000
Cl 21.771 13.379 -41.212 0.000
Cl 23.624 11.648 -39.765 0.000
H 22.283 11.107 -41.649 0.000
H 23.625 12.166 -42.057 0.000
C 16.886 17.622 -31.954 0.000
Cl 17.294 15.974 -32.555 0.000
Cl 17.452 18.887 -33.044 0.001
H 15.803 17.742 -31.945 0.000
H 17.285 17.761 -30.949 0.000
C 30.292 24.950 -36.421 0.000
Cl 31.071 26.368 -37.207 0.000
Cl 31.302 23.499 -36.167 0.000
H 29.929 25.224 -35.430 0.000
H 29.440 24.690 -37.050 0.000
C 27.787 17.783 -30.872 0.000
Cl 26.224 17.639 -29.889 0.000
Cl 29.184 18.370 -29.897 0.000
H 27.958 16.839 -31.390 0.000
H 27.623 18.503 -31.674 0.000
C 22.442 18.386 -41.583 0.000
Cl 21.093 18.877 -40.535 0.001
Cl 23.454 19.705 -42.033 0.000
H 23.098 17.726 -41.015 0.000
H 22.004 17.884 -42.446 0.000
C 24.600 21.886 -27.991 0.000
Cl 24.468 23.421 -27.184 0.000
Cl 23.636 20.706 -27.046 0.000
H 24.229 21.990 -29.010 0.000
H 25.650 21.592 -27.967 0.000
C 26.549 9.465 -34.423 0.000
Cl 26.009 7.882 -33.879 0.000
Cl 27.960 9.235 -35.523 0.000
H 25.701 9.954 -34.904 0.000
H 26.840 10.056 -33.555 0.000
C 19.518 9.994 -35.120 0.000
Cl 20.749 8.705 -35.197 0.000
Cl 18.895 10.205 -36.791 0.000
H 18.749 9.704 -34.404 0.000
H 20.069 10.879 -34.799 0.000


51
Properties=species:S:1:pos:R:3:nbo_charge:R:1 method="wB97M-V/def2-TZVPD" total_energy_ha=-3280.87570 homo_ev="-11.38 / -12.98" de_lowest_kj_mol=15.19 charge=+1 s_squared=6.016 multiplicity=5
Ru 0.852 0.490 -0.079 1.541
C -2.051 2.364 1.363 -0.669
C -0.789 2.118 2.102 0.453
N 0.262 1.465 1.616 -0.502
C 1.263 1.504 2.561 -0.008
C 0.798 2.163 3.654 0.043
N -0.487 2.536 3.338 -0.458
C 1.355 2.461 5.009 0.766
O 2.616 2.173 5.196 -0.642
O 0.619 2.936 5.834 -0.563
C 2.616 1.026 2.158 0.786
O 3.551 1.096 2.936 -0.598
O 2.666 0.608 0.932 -0.682
H -1.981 1.882 0.391 0.250
H -2.205 3.433 1.213 0.257
H -2.911 1.971 1.905 0.252
H -1.071 3.051 3.985 0.464
H 3.064 1.776 4.403 0.520
O 1.794 2.616 -0.842 -0.927
H 2.738 2.403 -0.856 0.512
H 1.536 2.776 -1.762 0.509
Cl 0.969 0.428 -5.967 0.110
C 0.525 1.771 -5.018 -0.257
Cl -0.868 2.637 -5.503 0.097
Cl 1.812 2.705 -4.378 0.065
C -0.878 0.639 -2.795 1.074
O -1.231 -0.276 -3.406 -0.487
O -0.568 1.553 -2.136 -0.570
C -3.217 -3.057 -2.184 -0.626
C -2.900 -2.210 -0.960 -0.564
S -1.083 -2.069 -0.754 1.243
O -0.989 -0.573 -0.350 -0.986
C -0.878 -3.016 0.798 -0.570
C -1.154 -2.174 2.030 -0.616
H -4.294 -3.081 -2.344 0.240
H -2.871 -4.083 -2.055 0.220
H -2.749 -2.639 -3.074 0.229
H -3.333 -2.625 -0.051 0.233
H -3.238 -1.182 -1.081 0.246
H 0.153 -3.360 0.783 0.265
H -1.549 -3.871 0.718 0.240
H -0.477 -1.321 2.066 0.211
H -0.977 -2.782 2.916 0.246
H -2.180 -1.808 2.056 0.216
C 2.926 -2.138 -2.459 -0.724
C 2.051 -1.345 -1.542 0.815
O 1.742 -0.143 -1.856 -0.707
O 1.581 -1.819 -0.484 -0.700
H 3.178 -1.548 -3.336 0.241
H 2.422 -3.055 -2.760 0.249
H 3.839 -2.410 -1.930 0.261